Formula: C20H24N4O3S
Source: the OMol25 dataset
Level of theory: wB97M-V/def2-TZVPD

Properties
ΔE to the lowest compared entry with this formula, charge and spin = 28.7 kcal/mol
electronic energy = -1619.49510 hartree
total charge = 0
HOMO-LUMO gap = 8.016 eV
HOMO = -8.32 eV
LUMO energy = -0.0111 hartree

Each line ends with the Löwdin charge.
Element x y z (Å)
C: -8.351 -0.373 -1.537  -0.08
C: -7.058 -1.079 -1.147  -0.26
N: -6.474 -0.547 0.071  -0.19
C: -5.480 -1.430 0.653  -0.28
C: -6.135 -2.506 1.518  -0.08
C: -6.124 0.853 0.041  -0.17
C: -5.075 1.305 -1.002  -0.14
N: -3.758 0.772 -0.749  0.08
C: -2.813 1.477 -0.091  -0.45
O: -2.970 2.627 0.270  0.07
C: -1.522 0.749 0.133  -0.11
C: -1.456 -0.628 0.368  -0.02
C: -0.237 -1.230 0.594  0.01
C: 0.935 -0.477 0.589  -0.06
C: 2.231 -1.125 0.818  -0.36
O: 2.366 -2.314 1.009  0.10
N: 3.332 -0.271 0.805  0.01
C: 4.647 -0.869 0.981  -0.09
C: 5.393 -0.914 -0.313  -0.30
C: 4.965 -1.107 -1.594  -0.02
C: 6.122 -1.039 -2.408  -0.06
C: 7.159 -0.812 -1.560  -0.12
O: 6.726 -0.734 -0.291  0.04
C: 3.266 1.080 0.589  -0.77
S: 4.586 2.059 0.576  0.73
N: 2.035 1.623 0.385  0.09
C: 0.868 0.905 0.371  -0.16
C: -0.365 1.511 0.149  0.06
H: -8.855 -0.942 -2.314  0.07
H: -8.164 0.627 -1.918  0.06
H: -9.006 -0.303 -0.673  0.08
H: -6.350 -1.051 -1.996  0.11
H: -7.286 -2.129 -0.954  0.11
H: -4.862 -1.918 -0.122  0.11
H: -4.820 -0.835 1.289  0.11
H: -5.371 -3.101 2.013  0.07
H: -6.754 -3.170 0.921  0.06
H: -6.761 -2.038 2.271  0.08
H: -7.036 1.424 -0.142  0.11
H: -5.758 1.127 1.033  0.13
H: -5.388 1.019 -2.009  0.12
H: -4.990 2.393 -0.948  0.12
H: -3.568 -0.176 -1.030  0.12
H: -2.355 -1.223 0.407  0.10
H: -0.158 -2.290 0.782  0.12
H: 5.222 -0.284 1.704  0.11
H: 4.478 -1.878 1.371  0.13
H: 3.957 -1.279 -1.916  0.11
H: 6.166 -1.143 -3.472  0.10
H: 8.211 -0.692 -1.727  0.12
H: 2.010 2.624 0.240  0.14
H: -0.437 2.577 -0.006  0.13

Formula: C8H20N3
Source: the OMol25 dataset
Level of theory: wB97M-V/def2-TZVPD

Properties
ΔE to the lowest compared entry with this formula, charge and spin = 138.5 kcal/mol
electronic energy = -480.65602 hartree
total charge = +1
HOMO-LUMO gap = 9.318 eV
HOMO = -13.44 eV
LUMO energy = -0.1513 hartree

Each line ends with the Löwdin charge.
Element x y z (Å)
C: 2.883 1.315 -0.467  -0.06
C: 2.820 -0.110 0.032  -0.24
N: 1.507 -0.499 0.344  -0.11
C: 1.116 -0.674 1.734  0.01
N: 0.513 -0.456 -0.611  -0.11
C: 1.013 -0.758 -1.937  0.04
N: -0.698 -0.470 -0.501  0.17
C: -1.846 -0.008 0.227  -0.59
C: -3.030 -0.229 -0.811  -0.05
C: -2.179 -0.775 1.423  -0.05
C: -1.653 1.541 0.227  -0.01
H: 3.986 1.591 -0.512  0.12
H: 2.267 1.368 -1.394  0.06
H: 2.388 1.889 0.278  0.07
H: 3.181 -0.776 -0.816  0.14
H: 3.442 -0.270 0.929  0.14
H: 0.402 0.058 2.043  0.07
H: 0.517 -1.550 1.623  0.08
H: 1.864 -0.985 2.449  0.12
H: 1.543 0.180 -2.204  0.09
H: 0.166 -0.806 -2.659  0.13
H: 1.499 -1.698 -2.037  0.11
H: -2.972 0.285 -1.803  0.09
H: -3.134 -1.308 -1.151  0.10
H: -3.947 0.114 -0.291  0.09
H: -2.004 -1.873 1.267  0.11
H: -3.200 -0.642 1.772  0.10
H: -1.324 -0.487 2.199  0.10
H: -0.682 1.970 0.450  0.07
H: -1.993 2.157 -0.659  0.11
H: -2.444 1.907 0.859  0.09

Formula: C27H30F2N4O2PS
Source: the OMol25 dataset
Level of theory: wB97M-V/def2-TZVPD

Properties
electronic energy = -2355.28718 hartree
total charge = +1
HOMO-LUMO gap = 6.180 eV
HOMO = -10.63 eV
LUMO energy = -0.1636 hartree

Each line ends with the Löwdin charge.
Element x y z (Å)
N: -5.316 2.836 0.665  0.21
C: -4.084 2.978 0.092  -0.40
N: -3.149 3.633 0.724  0.23
C: -3.387 4.222 2.051  -0.40
O: -4.193 5.081 2.149  0.22
N: -2.628 3.708 3.119  0.19
C: -1.265 3.350 2.921  -0.49
O: -0.368 3.730 3.560  0.25
F: -1.108 2.500 1.903  0.12
N: -3.826 2.455 -1.138  -0.14
F: -2.503 2.712 -1.472  -0.03
P: -3.989 0.639 -1.289  0.40
S: -2.644 -0.326 -0.346  0.26
H: -5.871 2.090 0.263  0.09
H: -5.861 3.693 0.623  0.15
H: -2.233 3.728 0.310  0.17
H: -3.135 2.985 3.620  0.18
H: -3.969 0.387 -2.658  0.00
H: -5.287 0.378 -0.836  -0.02
C: -8.348 0.698 -1.721  -0.14
C: -9.487 1.128 -1.054  -0.10
C: -10.479 0.216 -0.729  -0.08
C: -10.327 -1.123 -1.063  -0.08
C: -9.187 -1.552 -1.728  -0.08
C: -8.197 -0.640 -2.060  -0.11
H: -7.578 1.416 -1.986  0.08
H: -9.604 2.172 -0.793  0.10
H: -11.371 0.547 -0.216  0.11
H: -11.101 -1.833 -0.808  0.11
H: -9.073 -2.595 -1.989  0.11
H: -7.312 -0.975 -2.589  0.09
C: 4.495 0.901 1.096  -0.09
C: 3.257 1.161 0.529  -0.09
C: 2.288 1.829 1.263  -0.10
C: 2.556 2.244 2.561  -0.09
C: 3.797 1.984 3.125  -0.09
C: 4.765 1.309 2.395  -0.09
H: 5.248 0.374 0.524  0.09
H: 3.050 0.840 -0.484  0.10
H: 1.320 2.027 0.820  0.08
H: 1.801 2.767 3.130  0.07
H: 4.009 2.306 4.136  0.10
H: 5.730 1.102 2.838  0.10
C: 8.829 -1.947 -0.176  -0.09
C: 7.843 -1.366 0.608  -0.10
C: 6.894 -2.166 1.229  -0.11
C: 6.929 -3.541 1.067  -0.12
C: 7.912 -4.122 0.278  -0.10
C: 8.863 -3.324 -0.342  -0.09
H: 9.570 -1.325 -0.661  0.10
H: 7.815 -0.292 0.735  0.10
H: 6.117 -1.720 1.837  0.09
H: 6.184 -4.161 1.548  0.11
H: 7.935 -5.196 0.144  0.10
H: 9.629 -3.775 -0.959  0.10
C: 4.235 -3.545 -2.858  -0.08
C: 3.005 -3.162 -3.373  -0.10
C: 2.105 -2.466 -2.578  -0.10
C: 2.439 -2.147 -1.270  -0.11
C: 3.671 -2.528 -0.756  -0.09
C: 4.567 -3.231 -1.548  -0.08
H: 4.935 -4.089 -3.477  0.10
H: 2.747 -3.407 -4.395  0.10
H: 1.144 -2.172 -2.980  0.09
H: 1.740 -1.600 -0.648  0.09
H: 3.934 -2.276 0.264  0.09
H: 5.525 -3.526 -1.144  0.08

Formula: CH3IO2S
Source: the OMol25 dataset
Level of theory: wB97M-V/def2-TZVPD

Properties
ΔE to the lowest compared entry with this formula, charge and spin = 52.5 kcal/mol
electronic energy = -886.14542 hartree
total charge = 0
HOMO-LUMO gap = 8.598 eV
HOMO = -9.62 eV
LUMO energy = -0.0376 hartree

Each line ends with the Löwdin charge.
Element x y z (Å)
C: -0.333 -1.113 1.185  -0.17
O: -0.137 -1.439 0.087  -0.04
O: 0.966 -0.205 -1.023  -0.70
S: 0.532 0.909 -1.833  0.45
I: 0.638 2.790 -0.222  0.35
H: -0.880 0.822 -1.603  -0.05
H: 0.438 -1.144 1.952  0.09
H: -1.226 -0.621 1.457  0.06

Formula: C24H50ClNO3S
Source: the OMol25 dataset
Level of theory: wB97M-V/def2-TZVPD

Properties
ΔE to the lowest compared entry with this formula, charge and spin = 0.0 kcal/mol
electronic energy = -2083.26089 hartree
total charge = 0
HOMO-LUMO gap = 9.656 eV
HOMO = -8.98 eV
LUMO energy = 0.0250 hartree

Each line ends with the Löwdin charge.
Element x y z (Å)
C: 1.601 -0.608 2.958  -0.12
O: 0.788 -0.269 4.059  -0.17
C: -0.540 0.086 3.726  -0.22
C: -1.515 -1.099 3.800  -0.15
C: -2.459 -1.184 2.587  -0.22
C: -3.736 -0.376 2.791  -0.20
C: -4.745 -0.433 1.632  -0.20
C: -4.141 -0.425 0.229  -0.23
C: -3.686 0.964 -0.255  -0.22
C: -2.262 1.337 0.144  -0.23
C: -1.795 2.654 -0.504  -0.20
C: -1.355 3.718 0.507  -0.20
C: -0.102 3.395 1.318  -0.21
C: 1.212 3.659 0.605  -0.15
C: 1.599 2.553 -0.377  -0.22
O: 2.847 1.995 0.004  -0.14
C: 3.571 1.411 -1.049  -0.14
C: 3.055 -0.005 -1.372  -0.29
C: 4.181 -1.032 -1.377  -0.14
C: 4.396 -1.758 -0.051  -0.18
C: 3.137 -2.274 0.651  -0.20
C: 2.084 -2.928 -0.253  -0.24
N: 0.851 -2.128 -0.305  0.02
O: 2.465 -0.052 -2.676  -0.14
C: 1.063 -0.046 -2.731  -0.68
S: 0.503 1.475 -3.612  0.81
C: 0.620 -1.294 -3.485  -0.25
C: -0.854 -1.410 -3.810  -0.72
C: -1.202 -2.805 -4.332  -0.12
Cl: -1.846 -1.064 -2.348  0.71
H: 2.629 -0.372 3.218  0.10
H: 1.332 -0.041 2.063  0.08
H: 1.533 -1.674 2.722  0.08
H: -0.578 0.536 2.732  0.08
H: -0.837 0.851 4.442  0.12
H: -0.938 -2.020 3.859  0.11
H: -2.108 -1.027 4.709  0.11
H: -2.696 -2.226 2.369  0.12
H: -1.925 -0.792 1.724  0.08
H: -4.223 -0.735 3.698  0.11
H: -3.454 0.664 2.976  0.11
H: -5.409 -1.286 1.765  0.11
H: -5.384 0.449 1.704  0.10
H: -3.331 -1.147 0.135  0.07
H: -4.918 -0.755 -0.461  0.11
H: -4.388 1.700 0.139  0.11
H: -3.741 0.963 -1.344  0.09
H: -2.196 1.431 1.227  0.09
H: -1.612 0.529 -0.194  0.06
H: -1.013 2.459 -1.238  0.07
H: -2.627 3.082 -1.066  0.11
H: -1.215 4.650 -0.043  0.11
H: -2.190 3.884 1.191  0.11
H: -0.138 2.360 1.665  0.09
H: -0.147 4.006 2.221  0.11
H: 1.132 4.611 0.078  0.11
H: 2.027 3.775 1.316  0.11
H: 1.647 2.932 -1.398  0.10
H: 0.837 1.769 -0.316  0.10
H: 3.537 2.021 -1.955  0.13
H: 4.599 1.365 -0.698  0.13
H: 2.323 -0.219 -0.596  0.12
H: 3.984 -1.751 -2.169  0.11
H: 5.126 -0.559 -1.646  0.12
H: 5.036 -2.616 -0.265  0.11
H: 4.961 -1.139 0.646  0.11
H: 2.682 -1.444 1.196  0.05
H: 3.443 -2.987 1.414  0.11
H: 1.870 -3.926 0.135  0.10
H: 2.485 -3.061 -1.257  0.10
H: 0.044 -2.701 -0.509  0.06
H: 0.689 -1.700 0.597  0.05
H: 0.625 -0.072 -1.736  0.06
H: 1.664 1.699 -4.227  -0.12
H: 0.939 -2.175 -2.924  0.11
H: 1.177 -1.300 -4.424  0.13
H: -1.141 -0.678 -4.556  0.08
H: -0.385 -3.148 -4.963  0.08
H: -1.346 -3.483 -3.498  0.07
H: -2.110 -2.757 -4.926  0.07

Formula: C30H54BiBrF4N3OS3Si4
Source: the OMol25 dataset
Level of theory: wB97M-V/def2-TZVPD

Properties
ΔE to the lowest compared entry with this formula, charge and spin = 0.0 kcal/mol
electronic energy = -6955.45115 hartree
total charge = +1
HOMO-LUMO gap = 6.953 eV
HOMO = -10.49 eV
LUMO energy = -0.1299 hartree

Each line ends with the Löwdin charge.
Element x y z (Å)
Bi: -0.414 -0.332 0.373  1.44
C: 0.857 -1.088 3.472  -0.09
N: -0.079 -0.149 2.871  -0.39
C: -1.319 -0.174 3.642  -0.07
C: 0.463 1.228 2.897  -0.22
C: -0.453 2.267 2.153  -0.22
N: -1.288 1.673 1.099  -0.24
C: -2.567 2.172 0.939  -0.20
C: -3.734 1.338 1.148  -0.15
F: -3.504 -0.004 1.339  0.02
C: -5.010 1.826 1.238  -0.20
F: -6.028 0.940 1.490  0.07
C: -5.268 3.171 0.977  0.09
C: -4.171 4.029 0.788  -0.21
F: -4.434 5.331 0.582  0.10
C: -2.877 3.556 0.735  -0.12
F: -1.817 4.431 0.484  0.05
H: 1.114 -0.847 4.523  0.12
H: 1.805 -1.103 2.918  0.05
H: 0.487 -2.074 3.406  0.06
H: -1.082 0.005 4.723  0.12
H: -1.758 -1.172 3.526  0.07
H: -2.002 0.613 3.271  0.09
H: 1.472 1.241 2.437  0.06
H: 0.683 1.571 3.910  0.13
H: 0.218 3.082 1.805  0.12
H: -1.137 2.716 2.881  0.12
H: -6.276 3.573 0.989  0.14
O: 0.536 -6.767 4.403  0.08
C: -0.173 -5.694 3.971  -0.31
C: -0.810 -4.805 4.845  0.00
C: -1.589 -3.775 4.344  -0.13
N: -1.680 -3.556 3.007  0.00
C: -1.089 -4.395 2.189  -0.71
Br: -1.387 -4.053 0.305  0.70
C: -0.301 -5.493 2.595  -0.02
H: 0.492 -6.813 5.384  0.13
H: -0.777 -4.948 5.908  0.11
H: -2.272 -3.164 4.979  0.13
H: 0.231 -6.177 1.899  0.13
C: -5.474 2.090 -3.587  -0.53
C: -4.179 2.680 -4.200  -0.51
S: -2.830 2.913 -2.986  0.87
C: -1.566 1.801 -3.597  -0.57
C: -1.924 0.329 -3.884  -0.50
S: -1.892 -0.765 -2.443  0.74
C: -3.649 -1.256 -2.322  -0.53
C: -4.701 -0.187 -2.018  -0.53
S: -5.557 0.275 -3.544  0.88
H: -6.335 2.378 -4.217  0.08
H: -5.654 2.475 -2.566  0.07
H: -4.359 3.659 -4.673  0.07
H: -3.873 1.982 -4.996  0.07
H: -0.783 1.842 -2.815  0.03
H: -1.154 2.312 -4.475  0.08
H: -1.177 -0.116 -4.597  0.08
H: -2.926 0.212 -4.370  0.05
H: -3.680 -2.000 -1.517  0.06
H: -3.968 -1.759 -3.253  0.07
H: -4.175 0.661 -1.522  0.06
H: -5.482 -0.604 -1.395  0.07
C: 2.491 -3.311 0.179  -0.25
Si: 2.670 -2.162 -1.329  0.31
C: 1.298 -2.618 -2.513  -0.24
C: 4.396 -2.219 -2.100  -0.21
Si: 2.354 0.011 -0.432  0.34
Si: 2.490 1.655 -2.114  0.32
C: 1.399 3.094 -1.484  -0.22
C: 4.243 2.225 -2.306  -0.23
C: 2.031 1.114 -3.862  -0.21
Si: 4.148 0.596 0.960  0.34
C: 4.216 -0.428 2.525  -0.23
C: 3.926 2.404 1.401  -0.22
C: 5.859 0.369 0.108  -0.19
H: 2.283 -4.406 -0.150  0.06
H: 1.658 -3.051 0.858  -0.02
H: 3.432 -3.298 0.822  0.04
H: 1.481 -3.556 -3.105  0.06
H: 1.108 -1.796 -3.207  0.00
H: 0.334 -2.818 -2.007  -0.03
H: 4.436 -2.929 -2.980  0.05
H: 5.166 -2.472 -1.332  0.04
H: 4.693 -1.189 -2.435  0.02
H: 2.015 3.773 -0.866  0.03
H: 0.537 2.765 -0.882  -0.01
H: 0.960 3.713 -2.313  0.05
H: 4.657 2.665 -1.407  0.01
H: 4.310 2.987 -3.112  0.06
H: 4.918 1.385 -2.566  0.03
H: 1.135 0.485 -3.812  -0.01
H: 2.828 0.546 -4.374  0.05
H: 1.768 2.001 -4.473  0.05
H: 5.229 -0.481 2.966  0.05
H: 3.522 -0.012 3.289  0.02
H: 3.913 -1.472 2.279  0.02
H: 3.776 2.953 0.470  -0.01
H: 4.836 2.854 1.852  0.05
H: 3.063 2.572 2.083  0.03
H: 6.234 -0.669 0.288  0.04
H: 6.598 1.035 0.582  0.04
H: 5.866 0.587 -0.966  0.00

- What is the formula in the second record?
  C8H20N3

Please write out number 4 again, unchanged.
Formula: CH3IO2S
Source: the OMol25 dataset
Level of theory: wB97M-V/def2-TZVPD

Properties
ΔE to the lowest compared entry with this formula, charge and spin = 52.5 kcal/mol
electronic energy = -886.14542 hartree
total charge = 0
HOMO-LUMO gap = 8.598 eV
HOMO = -9.62 eV
LUMO energy = -0.0376 hartree

Each line ends with the Löwdin charge.
Element x y z (Å)
C: -0.333 -1.113 1.185  -0.17
O: -0.137 -1.439 0.087  -0.04
O: 0.966 -0.205 -1.023  -0.70
S: 0.532 0.909 -1.833  0.45
I: 0.638 2.790 -0.222  0.35
H: -0.880 0.822 -1.603  -0.05
H: 0.438 -1.144 1.952  0.09
H: -1.226 -0.621 1.457  0.06